No. 1
Here is 3 unconnected molecules or ions with the total composition C25H39BN3O10P2S in a non-equilibrium geometry from the Open Molecules 2025 dataset. Energies are from wB97M-V/def2-TZVPD.

Geometry (Å):
C (0.893, -6.042, 2.304)
C (0.277, -4.561, 2.195)
C (1.334, -3.406, 1.825)
C (1.305, -2.267, 2.982)
P (1.211, -2.726, 0.056)
C (3.071, -3.033, -0.365)
C (4.084, -1.981, 0.322)
C (4.406, -0.710, -0.646)
C (4.173, 0.710, 0.054)
N (5.106, 1.016, 1.191)
O (0.965, -4.416, -0.496)
C (0.916, -4.456, -1.917)
N (1.258, -4.313, -3.076)
O (1.437, -1.039, 0.502)
C (0.527, -0.371, -0.437)
C (-0.896, -1.154, -0.188)
B (-1.684, -0.419, 1.045)
O (-3.133, -0.615, 1.207)
N (-1.013, 0.430, 2.079)
C (-1.589, 0.227, 3.448)
C (-1.115, 1.900, 1.785)
P (-2.113, -1.134, -1.636)
O (-3.493, -2.144, -1.397)
O (-2.742, 0.465, -1.804)
S (-1.336, -1.708, -3.344)
O (-0.527, -2.558, -0.021)
H (0.284, -6.589, 3.128)
H (1.986, -6.086, 2.634)
H (0.686, -6.651, 1.342)
H (-0.129, -4.302, 3.252)
H (-0.637, -4.622, 1.517)
H (2.385, -3.891, 1.913)
H (0.348, -1.660, 2.855)
H (2.263, -1.646, 2.982)
H (1.242, -2.761, 4.032)
H (1.137, -2.361, -1.356)
H (3.239, -2.933, -1.508)
H (3.345, -4.133, -0.120)
H (3.803, -1.674, 1.388)
H (5.100, -2.537, 0.418)
H (3.709, -0.804, -1.568)
H (5.475, -0.745, -1.070)
H (3.107, 0.905, 0.414)
H (4.383, 1.513, -0.760)
H (4.588, 0.974, 2.094)
H (5.308, 2.034, 1.095)
H (0.885, -0.235, -1.519)
H (0.587, 0.720, -0.046)
H (-3.191, -1.506, 1.635)
H (-0.893, 0.746, 4.215)
H (-1.580, -0.902, 3.711)
H (-2.639, 0.681, 3.546)
H (-1.944, 2.097, 1.021)
H (-1.421, 2.416, 2.787)
H (-0.096, 2.344, 1.508)
H (-3.152, -3.049, -1.614)
H (-3.271, 0.493, -2.637)
C (0.093, 0.800, -5.917)
C (-0.793, 0.099, -6.626)
C (-1.384, 0.641, -7.867)
O (-2.195, 0.003, -8.514)
C (-0.955, 1.990, -8.294)
C (-0.069, 2.692, -7.586)
C (0.523, 2.149, -6.344)
O (1.333, 2.789, -5.699)
H (0.536, 0.418, -5.006)
H (-1.117, -0.891, -6.327)
H (-1.398, 2.372, -9.205)
H (0.255, 3.681, -7.884)
C (-2.298, 6.849, 3.557)
C (-2.072, 5.605, 3.981)
C (-3.178, 4.640, 4.150)
O (-2.973, 3.505, 4.538)
C (-4.544, 5.105, 3.828)
C (-4.770, 6.349, 3.404)
C (-3.664, 7.315, 3.235)
O (-3.870, 8.450, 2.846)
H (-1.500, 7.570, 3.429)
H (-1.078, 5.248, 4.220)
H (-5.342, 4.384, 3.956)
H (-5.765, 6.706, 3.165)

Results
HOMO (hartree): -0.1777
Total charge: -1

Mulliken population analysis, charges in e, atoms 1 to 2: number 1, C, carries -1.14; number 2, C, carries -0.21



No. 2
Here is a molecular structure, C25H39Br4Cl4CsFLiN3NaO6PS2 in a non-equilibrium geometry from the Open Molecules 2025 dataset. Energies are from wB97M-V/def2-TZVPD.

Geometry (Å):
O (5.722, 3.612, 0.354)
P (4.650, 2.701, 1.096)
O (4.995, 2.602, 2.654)
S (4.691, 0.912, 0.342)
C (2.978, 3.362, 0.869)
C (2.771, 4.593, 0.263)
N (1.582, 5.174, 0.048)
C (0.573, 4.351, 0.488)
C (-0.746, 4.773, 0.327)
C (-1.820, 4.017, 0.731)
C (-1.641, 2.778, 1.355)
C (-2.871, 1.994, 1.770)
C (-3.380, 1.174, 0.561)
F (-2.997, -0.155, 0.688)
C (-0.353, 2.300, 1.578)
S (-0.083, 0.811, 2.363)
C (0.786, 3.076, 1.120)
N (2.003, 2.594, 1.322)
H (6.219, 2.992, -0.202)
H (4.216, 2.283, 3.133)
H (3.652, 5.148, -0.048)
H (-0.946, 5.721, -0.161)
H (-2.828, 4.355, 0.566)
H (-3.627, 2.711, 2.099)
H (-2.569, 1.310, 2.559)
H (-4.455, 1.286, 0.400)
H (-2.898, 1.543, -0.344)
H (0.418, 1.080, 3.787)
Na (1.860, 4.293, -2.338)
Br (-0.878, 1.677, 4.724)
C (8.089, 4.988, -3.010)
C (7.831, 3.967, -4.114)
C (6.461, 4.142, -4.781)
C (5.387, 3.978, -3.801)
N (4.553, 3.835, -3.036)
H (7.372, 4.888, -2.193)
H (9.083, 4.845, -2.587)
H (8.029, 6.007, -3.395)
H (7.911, 2.962, -3.696)
H (8.604, 4.060, -4.876)
H (6.327, 3.401, -5.570)
H (6.376, 5.133, -5.229)
C (10.914, 3.890, -7.612)
Br (11.318, 3.597, -5.751)
Br (11.215, 2.309, -8.661)
Br (9.129, 4.579, -7.856)
H (11.597, 4.647, -7.970)
C (-1.973, 1.037, -3.233)
O (-1.904, 0.307, -4.236)
O (-2.830, 0.530, -2.216)
O (-1.425, 2.116, -2.965)
H (-3.074, -0.274, -2.704)
C (-3.662, -3.863, -0.687)
C (-2.292, -3.592, -1.283)
O (-2.229, -2.311, -1.872)
H (-4.435, -3.793, -1.453)
H (-3.699, -4.860, -0.238)
H (-3.903, -3.124, 0.081)
H (-2.061, -4.320, -2.062)
H (-1.520, -3.660, -0.505)
H (-2.422, -1.658, -1.186)
C (-3.295, -9.280, 4.710)
C (-4.508, -9.372, 3.792)
C (-4.123, -9.331, 2.316)
C (-3.434, -8.033, 1.896)
C (-4.240, -6.761, 2.161)
C (-5.552, -6.693, 1.388)
H (-2.771, -8.324, 4.541)
H (-3.606, -9.331, 5.763)
H (-2.590, -10.091, 4.532)
H (-5.212, -8.571, 4.028)
H (-5.031, -10.306, 4.000)
H (-5.017, -9.494, 1.713)
H (-3.457, -10.170, 2.092)
H (-3.202, -8.090, 0.830)
H (-2.466, -7.953, 2.405)
H (-3.628, -5.902, 1.878)
H (-4.439, -6.654, 3.236)
H (-5.361, -6.743, 0.315)
H (-6.060, -5.753, 1.600)
H (-6.234, -7.502, 1.653)
C (-4.673, 7.201, 2.318)
Cl (-3.239, 6.326, 1.849)
Cl (-6.099, 6.139, 2.087)
Cl (-4.554, 7.673, 4.032)
Cl (-4.862, 8.641, 1.327)
Li (-2.155, -7.334, 5.943)
Cs (-7.759, 6.878, 4.070)

Results
HOMO (hartree): -0.2329
Total charge: +1

Mulliken population analysis, charges in e, atoms 1 to 2: number 1, O, carries -0.46; number 2, P, carries 0.70



No. 3
Here is 4 unconnected molecules or ions with the total composition C25H39Br6N5O in a non-equilibrium geometry from the Open Molecules 2025 dataset. Energies are from wB97M-V/def2-TZVPD.

Geometry (Å):
C (5.163, 0.548, 2.041)
C (4.647, -0.916, 1.498)
C (3.849, -0.845, 0.043)
O (2.415, -0.752, 0.357)
C (2.018, 0.613, 0.740)
C (0.560, 1.053, 0.050)
C (0.549, 0.253, -1.420)
N (0.425, -0.328, -2.576)
C (0.500, 2.646, -0.319)
C (0.564, 3.670, 0.960)
C (2.117, 3.915, 1.533)
N (2.239, 5.128, 2.428)
C (-0.744, 0.471, 0.865)
C (-0.792, -1.161, 0.494)
N (-0.804, -2.439, 0.225)
C (-0.632, 0.545, 2.497)
C (-2.007, 0.203, 3.317)
C (-3.187, -0.845, 2.878)
N (-2.192, 0.852, 4.544)
C (-2.125, 1.182, 0.253)
C (-2.773, 2.542, 0.982)
C (-4.108, 3.075, 0.152)
C (-4.766, 2.378, -1.163)
N (-4.135, 1.167, -1.760)
C (-2.907, 0.667, -1.080)
H (4.785, 1.466, 1.420)
H (4.703, 0.675, 3.132)
H (6.328, 0.541, 2.186)
H (5.577, -1.652, 1.379)
H (3.842, -1.343, 2.267)
H (4.256, -0.017, -0.678)
H (4.091, -1.885, -0.490)
H (2.071, 0.843, 1.886)
H (2.813, 1.341, 0.228)
H (1.479, 2.871, -0.966)
H (-0.400, 2.946, -1.043)
H (0.241, 4.740, 0.540)
H (-0.194, 3.435, 1.825)
H (2.889, 3.963, 0.623)
H (2.395, 2.975, 2.205)
H (1.320, 5.471, 2.783)
H (2.820, 5.884, 2.003)
H (0.160, -0.291, 2.812)
H (-0.204, 1.553, 2.923)
H (-4.080, -0.281, 2.324)
H (-3.673, -1.241, 3.894)
H (-2.821, -1.801, 2.309)
H (-1.380, 1.472, 4.756)
H (-2.335, 3.041, 1.945)
H (-4.652, 4.044, 0.575)
H (-5.735, 2.820, -1.697)
H (-2.402, -0.282, -1.604)
Br (-6.300, 2.966, 3.123)
C (-7.364, 4.592, 3.297)
C (-8.327, 4.742, 2.143)
Br (-7.410, 5.349, 0.532)
H (-6.661, 5.424, 3.388)
H (-7.907, 4.475, 4.240)
H (-9.068, 5.517, 2.358)
H (-8.844, 3.813, 1.885)
Br (-1.186, -4.142, -4.010)
C (0.371, -4.214, -2.837)
C (1.645, -4.395, -3.629)
Br (1.844, -6.238, -4.235)
H (0.190, -5.015, -2.116)
H (0.376, -3.253, -2.313)
H (2.519, -4.207, -2.999)
H (1.698, -3.759, -4.517)
Br (4.941, -10.149, -4.884)
C (4.200, -8.724, -5.992)
C (5.295, -7.895, -6.622)
Br (6.082, -6.666, -5.327)
H (3.525, -8.144, -5.358)
H (3.615, -9.238, -6.762)
H (4.888, -7.255, -7.410)
H (6.112, -8.494, -7.031)

Results
HOMO (hartree): -0.3332
SMILES string: [H]/N=C(/C)C[C@@](C#N)(c1cccnc1)[C@@](C#N)(CCCN)COCCC.BrCCBr.BrCCBr.BrCCBr

Mulliken population analysis, charges in e, atoms 1 to 2: number 1, C, carries -0.73; number 2, C, carries -0.41



No. 4
Here is a gas-phase ion, C25H39Cl2F15N3O2S (charge +1) in a non-equilibrium geometry from the Open Molecules 2025 dataset. Energies are from wB97M-V/def2-TZVPD.

Geometry (Å):
C (-2.298, -4.522, -1.441)
C (-1.117, -4.251, -2.362)
C (-1.118, -2.802, -2.876)
C (0.224, -2.299, -3.426)
C (0.928, -1.096, -2.774)
C (0.011, 0.099, -3.054)
N (0.045, 1.133, -2.056)
C (-0.039, 0.791, -0.612)
C (0.498, 2.110, 0.024)
C (-0.261, 2.659, 1.261)
C (0.554, 3.711, 1.960)
F (1.810, 3.257, 2.238)
F (0.737, 4.743, 1.113)
C (-0.003, 4.214, 3.310)
F (0.266, 3.331, 4.283)
F (0.707, 5.318, 3.613)
C (-1.512, 4.655, 3.311)
F (-1.609, 5.702, 4.138)
F (-1.822, 5.110, 2.087)
C (-2.484, 3.576, 3.877)
F (-2.088, 2.331, 3.577)
F (-2.409, 3.663, 5.207)
S (-4.312, 3.763, 3.367)
F (-3.883, 3.589, 1.854)
F (-4.506, 2.193, 3.467)
F (-4.790, 3.863, 4.858)
F (-4.175, 5.318, 3.305)
F (-5.796, 3.889, 2.890)
C (-1.562, 0.810, -0.353)
O (-2.289, -0.130, -1.129)
C (-3.351, 0.472, -1.845)
C (0.739, -0.550, -0.247)
C (-0.335, -1.496, 0.345)
C (-0.015, -2.716, 1.214)
F (-1.000, -2.858, 2.159)
C (1.667, -0.279, 0.980)
N (0.963, 0.134, 2.190)
C (1.373, -0.611, 3.402)
N (1.549, -1.209, -1.383)
C (1.719, -2.686, -1.180)
C (2.574, -3.255, -0.054)
O (2.292, -4.365, 0.389)
F (3.682, -2.630, 0.418)
C (2.982, -0.700, -1.480)
Cl (3.011, 1.047, -1.873)
C (3.968, -1.319, -2.505)
C (5.329, -0.557, -2.375)
Cl (4.437, -3.054, -2.415)
H (-2.361, -5.588, -1.253)
H (-2.240, -3.980, -0.504)
H (-3.210, -4.281, -1.977)
H (-1.267, -4.897, -3.222)
H (-0.165, -4.564, -1.932)
H (-1.802, -2.856, -3.720)
H (-1.640, -2.127, -2.205)
H (0.052, -1.948, -4.438)
H (0.866, -3.159, -3.603)
H (1.725, -0.912, -3.476)
H (0.299, 0.549, -4.001)
H (-1.014, -0.223, -3.254)
H (-0.524, 1.923, -2.303)
H (0.385, 2.920, -0.682)
H (1.564, 2.122, 0.209)
H (-1.137, 3.176, 0.884)
H (-0.639, 1.892, 1.922)
H (-1.914, 1.801, -0.631)
H (-1.880, 0.694, 0.685)
H (-4.029, 0.981, -1.167)
H (-2.947, 1.166, -2.584)
H (-3.910, -0.283, -2.384)
H (-0.961, -0.953, 1.035)
H (-1.008, -1.837, -0.437)
H (-0.062, -3.626, 0.621)
H (0.935, -2.740, 1.736)
H (2.251, -1.160, 1.229)
H (2.445, 0.446, 0.755)
H (1.293, 1.066, 2.393)
H (0.731, -1.464, 3.580)
H (1.218, 0.060, 4.241)
H (2.431, -0.872, 3.400)
H (2.169, -3.129, -2.057)
H (0.780, -3.204, -1.107)
H (3.502, -0.719, -0.537)
H (3.704, -1.142, -3.536)
H (5.431, 0.196, -3.142)
H (5.499, -0.179, -1.373)
H (6.141, -1.245, -2.562)

Results
HOMO (hartree): -0.4333
SMILES string: CCCC[C@H]1CN[C@@](CCC(F)(F)C(F)(F)C(F)(F)C(F)(F)S(F)(F)(F)(F)F)(COC)[C@](CCF)(CNC)[N@+]1(CC(=O)F)[C@H](Cl)[C@@H](C)Cl
Total charge: +1

Mulliken population analysis, charges in e, atoms 1 to 2: number 1, C, carries -1.63; number 2, C, carries -0.65



No. 5
Here is a molecular structure, C25H39Cl4Cu2N4O in a non-equilibrium geometry from the Open Molecules 2025 dataset. Energies are from wB97M-V/def2-TZVPD.

Geometry (Å):
C (-5.333, -4.355, -1.135)
N (-4.116, -3.845, -0.406)
C (-4.190, -3.797, 0.931)
C (-3.127, -3.273, 1.716)
C (-1.935, -2.887, 1.110)
C (-1.919, -2.892, -0.325)
C (-3.044, -3.386, -1.092)
C (-0.837, -2.258, 1.937)
C (-0.340, -2.895, 3.062)
C (0.764, -2.365, 3.753)
N (1.413, -1.277, 3.247)
C (0.933, -0.617, 2.128)
C (-0.165, -1.128, 1.467)
C (2.626, -0.726, 3.809)
H (-5.208, -4.358, -2.218)
H (-6.137, -3.643, -0.953)
H (-5.625, -5.310, -0.696)
H (-5.123, -4.101, 1.382)
H (-3.240, -3.397, 2.783)
H (-1.114, -2.506, -0.932)
H (-3.062, -3.571, -2.155)
H (-0.876, -3.805, 3.286)
H (1.290, -2.765, 4.607)
H (1.415, 0.294, 1.805)
H (-0.513, -0.633, 0.573)
H (3.089, -0.051, 3.089)
H (3.337, -1.539, 3.957)
H (2.332, -0.202, 4.718)
Cu (1.179, -1.259, -1.018)
Cu (-0.865, -1.240, -1.781)
C (0.010, 0.835, -0.305)
O (-0.216, -0.467, -0.641)
H (-0.686, 1.185, 0.458)
H (1.014, 1.103, 0.026)
H (-0.039, 1.421, -1.222)
Cl (-0.501, 2.050, -5.472)
C (0.063, 2.615, -3.891)
C (1.047, 1.585, -3.331)
Cl (2.567, 2.187, -3.917)
H (-0.865, 2.636, -3.319)
H (0.414, 3.638, -4.024)
H (0.865, 0.587, -3.732)
H (1.145, 1.662, -2.248)
Cl (-4.311, -1.332, 2.183)
C (-3.629, -0.670, 0.787)
C (-2.379, 0.092, 1.027)
Cl (-2.756, 1.586, 1.974)
H (-4.376, -0.143, 0.193)
H (-3.413, -1.521, 0.141)
H (-1.957, 0.455, 0.090)
H (-1.571, -0.477, 1.487)
C (2.123, 3.154, 0.015)
C (1.127, 4.291, 0.016)
C (0.330, 4.371, -1.275)
C (1.192, 4.677, -2.445)
N (1.972, 4.845, -3.302)
H (2.801, 3.319, 0.852)
H (2.727, 3.022, -0.883)
H (1.554, 2.226, 0.057)
H (1.653, 5.240, 0.118)
H (0.464, 4.073, 0.853)
H (-0.368, 5.197, -1.139)
H (-0.233, 3.438, -1.295)
C (4.624, 0.383, -1.595)
C (4.119, 0.346, -0.149)
C (2.616, 0.789, -0.114)
C (2.181, 1.023, 1.247)
N (1.829, 1.210, 2.344)
H (5.678, 0.104, -1.627)
H (4.461, 1.359, -2.052)
H (3.925, -0.315, -2.055)
H (4.682, 1.054, 0.460)
H (4.176, -0.680, 0.213)
H (1.983, -0.034, -0.448)
H (2.349, 1.665, -0.705)

Results
HOMO (hartree): -0.6207
Total charge: +3

Mulliken population analysis, charges in e, atoms 1 to 2: number 1, C, carries -0.86; number 2, N, carries 0.03



No. 6
Here is a molecular structure, C25H39N3O4PPtS2 from the Open Molecules 2025 dataset. Energies are from wB97M-V/def2-TZVPD.

Geometry (Å):
Pt (1.455, 0.684, 1.515)
O (-1.351, -1.082, 1.484)
S (-0.696, 1.095, 0.892)
O (-1.741, 0.309, 1.777)
O (0.480, -1.005, -0.978)
O (-1.093, 2.499, 0.926)
C (3.973, -2.162, 2.362)
C (3.057, -2.479, 1.180)
C (3.705, -1.984, -0.112)
P (1.404, -1.658, 1.417)
C (0.713, -2.602, 2.863)
C (0.189, -1.614, 3.906)
C (-0.343, -3.655, 2.540)
C (0.609, -2.140, -0.167)
C (0.305, -3.327, -0.685)
C (-0.330, -3.534, -1.990)
C (-0.035, -4.843, -2.688)
C (-1.205, -2.659, -2.520)
C (-1.621, -1.389, -1.955)
C (-0.825, -0.641, -1.181)
N (-1.150, 0.624, -0.691)
C (-1.930, 1.497, -1.509)
C (-1.298, 2.101, -2.598)
C (0.156, 1.849, -2.872)
C (-2.043, 2.930, -3.429)
C (-3.388, 3.176, -3.193)
C (-4.185, 4.073, -4.104)
C (-3.989, 2.562, -2.102)
C (-3.284, 1.718, -1.250)
C (-3.982, 1.065, -0.092)
H (4.931, -2.676, 2.244)
H (3.551, -2.461, 3.323)
H (4.160, -1.087, 2.407)
H (2.891, -3.563, 1.120)
H (3.795, -0.894, -0.085)
H (3.125, -2.254, -0.994)
H (4.709, -2.404, -0.217)
H (1.589, -3.109, 3.282)
H (-0.702, -1.115, 3.523)
H (0.936, -0.851, 4.140)
H (-0.061, -2.150, 4.827)
H (-1.184, -3.197, 2.019)
H (-0.710, -4.091, 3.474)
H (0.054, -4.471, 1.936)
H (0.525, -4.213, -0.103)
H (0.580, -5.492, -2.064)
H (0.512, -4.680, -3.619)
H (-0.951, -5.385, -2.933)
H (-1.705, -2.959, -3.438)
H (-2.620, -1.027, -2.160)
H (0.300, 0.849, -3.291)
H (0.746, 1.889, -1.956)
H (0.548, 2.579, -3.580)
H (-1.551, 3.406, -4.271)
H (-3.530, 4.655, -4.754)
H (-4.800, 4.770, -3.532)
H (-4.855, 3.491, -4.741)
H (-5.042, 2.740, -1.904)
H (-5.057, 1.034, -0.272)
H (-3.795, 1.617, 0.830)
H (-3.610, 0.053, 0.077)
C (0.843, 2.704, 3.950)
N (1.307, 3.444, 2.796)
C (2.028, 2.743, 1.788)
S (3.392, 1.762, 2.219)
N (2.016, 3.547, 0.592)
C (2.895, 3.141, -0.489)
H (0.273, 3.383, 4.585)
H (1.695, 2.329, 4.516)
H (0.205, 1.845, 3.690)
H (0.553, 3.959, 2.362)
H (1.052, 3.585, 0.274)
H (3.932, 3.267, -0.183)
H (2.702, 3.787, -1.347)
H (2.771, 2.092, -0.788)

Results
HOMO (hartree): -0.1448
Total charge: -1

Mulliken population analysis, charges in e, atoms 1 to 2: number 1, Pt, carries 1.39; number 2, O, carries -0.56



Frontier orbital gap (eV)
4.44, 1.86, 8.56, 9.20, 6.40, 6.64